(1)
Computed, not measured: a molecular structure, C2H5O3P, with ωB97M-V with the def2-TZVPD basis set.

XYZ file:
```
11
Properties=species:S:1:pos:R:3:forces:R:3:mulliken_charge:R:1
C -1.150876 0.381182 0.336386 -2.426 0.616 1.354 0.074
C -1.810473 0.033481 -0.763401 -0.854 0.246 -0.742 -0.573
O 0.971800 -1.469870 0.617044 0.264 1.198 0.877 -0.471
O 0.117765 0.924909 0.344730 0.181 -1.365 -0.276 -0.302
O 2.544611 0.444807 0.057259 -1.988 -0.999 0.688 -0.503
P 1.075673 -0.231693 -0.458649 1.789 0.602 1.246 0.378
H -1.740758 0.350577 1.329372 1.577 -0.002 -1.373 0.265
H -2.905324 -0.313868 -0.682335 2.108 0.502 -0.323 0.224
H 1.068128 -1.147607 1.561052 -0.037 -0.505 -1.406 0.342
H -1.299354 0.235528 -1.746163 -0.997 -0.561 0.935 0.251
H 3.128805 0.792558 -0.595299 0.385 0.269 -0.980 0.315
```
Positions in Å, forces in eV/Å.

- electronic energy (eV) = -17586.6729
- HOMO energy (eV) = -9.4588
- F_max (eV/A) = 2.8
- ΔE to the lowest compared entry with this formula, charge and spin (eV) = 0.649
- spin multiplicity = 1
- LUMO energy (eV) = 0.9



(2)
Computed, not measured: C2H5O3P in the gas phase, with ωB97M-V with the def2-TZVPD basis set.

XYZ file:
```
11
Properties=species:S:1:pos:R:3:forces:R:3:mulliken_charge:R:1
C 0.287257 0.617004 0.179162 2.261 1.542 0.511 -0.175
C -0.351281 2.000928 0.088699 -1.897 -5.457 3.972 -0.412
O 1.596387 -1.632775 -2.585440 0.344 -0.201 -0.209 -0.583
O 1.020602 0.302060 -1.006815 -0.544 -0.740 0.609 -0.290
O -0.072716 2.782797 -0.758240 1.638 4.984 -4.949 -0.265
P 0.791827 -1.232174 -1.440889 0.541 -1.126 1.138 0.494
H 1.028766 0.881200 1.006001 -0.586 -1.553 -0.751 0.238
H -0.441217 -0.155703 0.400480 -0.157 0.012 0.495 0.405
H 0.888148 -2.091052 -0.185152 0.330 1.308 -1.329 0.095
H -1.026003 2.051619 0.900484 -1.097 0.902 0.711 0.421
H -0.563906 -1.376689 -1.609427 -0.832 0.328 -0.197 0.073
```
Positions in Å, forces in eV/Å.

- electronic energy (eV) = -17581.6975
- HOMO energy (spin up / spin down) (eV) = -6.5400 / -10.9354
- F_max (eV/A) = 7.2
- ΔE to the lowest compared entry with this formula, charge and spin (eV) = 1.473
- spin multiplicity = 3
- LUMO energy (spin up / spin down) (eV) = 0.7 / -2.9



(3)
Computed, not measured: a gas-phase ion, C2H5O3P2 (charge -1), with ωB97M-V with the def2-TZVPD basis set.

XYZ file:
```
12
Properties=species:S:1:pos:R:3:forces:R:3:mulliken_charge:R:1
C 0.085006 1.656205 -0.938118 2.723 -3.911 -0.790 -1.142
C 0.770206 -1.979594 1.205293 0.147 -1.440 1.264 -0.635
O -2.342085 0.558866 -0.608381 0.121 -0.291 -0.358 -0.712
O 0.150493 0.370587 2.184652 -0.590 0.506 -0.162 -0.713
O -0.468097 -0.951347 -1.809633 -0.470 0.601 0.018 -0.721
P -0.032836 -0.577275 1.041982 0.515 0.670 1.242 0.396
P -0.947091 0.135467 -0.900145 0.778 -0.218 0.194 0.911
H -0.390257 2.289483 -0.341879 -1.817 3.137 2.336 0.345
H 1.145634 1.501181 -0.618030 -0.926 -0.232 0.268 0.332
H 0.237155 1.943308 -1.920928 -0.370 0.984 -2.154 0.393
H 0.697674 -2.722542 0.417789 0.192 -0.080 0.250 0.305
H 1.094198 -2.224339 2.287398 -0.304 0.273 -2.110 0.242
```
Positions in Å, forces in eV/Å.

- electronic energy (eV) = -26877.8747
- HOMO energy (eV) = -4.8006
- F_max (eV/A) = 4.8
- charge = -1
- ΔE to the lowest compared entry with this formula, charge and spin (eV) = 0.810
- spin multiplicity = 1
- LUMO energy (eV) = 4.1



(4)
Computed, not measured: 2 unconnected molecules or ions with the total composition C2H5O4, with ωB97M-V with the def2-TZVPD basis set.

XYZ file:
```
11
Properties=species:S:1:pos:R:3:forces:R:3:mulliken_charge:R:1
C -1.407913 0.455752 0.035958 3.228 1.122 -1.593 -0.988
C -0.463396 -0.584510 -0.404148 -1.333 0.926 -1.185 0.416
O 3.013722 -0.829740 1.092355 3.124 -4.789 -0.581 -0.016
O 0.201858 -0.596433 -1.484152 -0.056 0.994 -0.224 -0.284
O 1.160712 0.320855 0.939235 -1.470 0.593 -0.026 -0.355
O 2.425340 0.175735 1.236744 -1.531 4.263 0.827 0.371
H -0.940518 0.855610 0.934202 0.385 0.570 0.119 0.362
H -2.355734 0.278340 0.397105 -2.188 -1.513 0.333 0.363
H -1.421567 1.187710 -0.779194 -0.229 0.335 0.505 0.300
H -0.382861 -1.508412 0.025809 0.157 -2.219 1.709 0.451
H 0.170359 0.245093 -1.993915 -0.087 -0.283 0.118 0.381
```
Positions in Å, forces in eV/Å.

- electronic energy (eV) = -10327.4208
- HOMO energy (spin up / spin down) (eV) = -15.2567 / -16.4260
- F_max (eV/A) = 5.7
- charge = +1
- spin multiplicity = 3
- LUMO energy (spin up / spin down) (eV) = -5.5 / -8.2



(5)
Computed, not measured: C2H5OP in the gas phase, with ωB97M-V with the def2-TZVPD basis set.

XYZ file:
```
9
Properties=species:S:1:pos:R:3:forces:R:3:mulliken_charge:R:1
C 0.043326 0.453010 -0.874180 -1.192 2.104 3.616 -0.681
C 0.304523 -0.784583 -0.566877 0.997 0.865 -2.857 0.058
O 0.023524 -1.232805 0.632715 0.193 -1.261 1.212 -0.420
P -0.658979 1.600545 0.479471 2.803 1.932 -0.266 -0.053
H 0.095156 0.988871 -1.742988 0.658 0.485 -2.394 0.459
H 0.239239 1.554962 1.783498 -1.040 -0.458 -2.166 0.034
H 0.846613 -1.342577 -1.344692 -0.433 -0.773 0.693 0.266
H 0.627244 -1.956426 0.744903 0.151 -0.944 0.789 0.340
H -1.520646 0.719003 0.888150 -2.138 -1.950 1.373 -0.004
```
Positions in Å, forces in eV/Å.

- electronic energy (eV) = -13488.8357
- HOMO energy (eV) = -8.8821
- F_max (eV/A) = 4.4
- ΔE to the lowest compared entry with this formula, charge and spin (eV) = 2.040
- spin multiplicity = 1
- SMILES string = O/C=C\P
- LUMO energy (eV) = 0.6



(6)
Computed, not measured: a molecular structure, C2H5OP, with ωB97M-V with the def2-TZVPD basis set.

XYZ file:
```
9
Properties=species:S:1:pos:R:3:forces:R:3:mulliken_charge:R:1
C 1.435352 0.110481 0.172387 3.391 -2.408 2.349 -0.187
C 0.135660 0.126857 -0.488664 1.088 1.726 -0.784 -0.094
O 1.370099 1.436287 -0.042132 -2.024 -0.490 -1.502 -0.425
P -1.349580 0.972623 0.076771 0.845 2.003 -0.979 0.012
H 1.709198 -0.228645 1.254406 -1.487 0.531 -1.301 0.204
H 2.271094 -0.388769 -0.380026 -0.790 0.093 -0.248 0.186
H 0.120415 -0.062017 -1.610230 0.409 0.408 1.613 0.248
H -2.104173 0.154910 0.802998 -0.772 -1.922 1.244 0.032
H -1.981905 0.651131 -1.112304 -0.659 0.058 -0.391 0.023
```
Positions in Å, forces in eV/Å.

- electronic energy (eV) = -13487.3662
- HOMO energy (eV) = -9.2860
- F_max (eV/A) = 4.8
- ΔE to the lowest compared entry with this formula, charge and spin (eV) = 3.509
- spin multiplicity = 1
- LUMO energy (eV) = 0.0



(7)
Computed, not measured: C2H5OPS in the gas phase, with ωB97M-V with the def2-TZVPD basis set.

XYZ file:
```
10
Properties=species:S:1:pos:R:3:forces:R:3:mulliken_charge:R:1
C -1.126358 -0.705406 0.282073 -2.688 -0.600 0.555 -1.207
C -0.446854 0.417797 -0.298862 -0.527 2.343 -1.591 -0.166
O 0.929363 0.177861 -0.271647 1.830 0.303 0.178 -0.157
P 2.095027 1.255154 0.235381 0.367 -2.472 -0.947 0.207
S 3.685916 0.169349 -0.077059 -0.944 1.324 0.452 -0.264
H -0.887716 -1.486386 -0.350308 0.210 -2.103 -1.180 0.325
H -0.644812 -0.883326 1.153387 1.252 -0.949 3.157 0.362
H -2.223724 -0.751622 0.494612 0.867 0.768 -0.559 0.321
H -0.591295 1.374760 0.165017 -0.705 0.628 0.277 0.402
H -0.789551 0.431818 -1.332591 0.338 0.758 -0.343 0.177
```
Positions in Å, forces in eV/Å.

- electronic energy (eV) = -24326.2394
- HOMO energy (eV) = -9.3170
- F_max (eV/A) = 3.5
- ΔE to the lowest compared entry with this formula, charge and spin (eV) = 0.000
- spin multiplicity = 1
- SMILES string = CCOP=S
- LUMO energy (eV) = -0.9



(8)
Computed, not measured: 2 unconnected molecules or ions with the total composition C2H5OPS2, with ωB97M-V with the def2-TZVPD basis set.

XYZ file:
```
11
Properties=species:S:1:pos:R:3:forces:R:3:mulliken_charge:R:1
C 0.890291 1.374870 1.055846 0.225 1.372 -1.144 -0.518
C -0.202870 1.025889 0.369308 3.157 -2.988 1.983 -0.193
O -0.143704 -0.366248 -1.711796 -1.288 1.123 -0.092 -0.389
P -0.338492 -0.713898 -0.146297 -0.440 0.714 0.185 0.244
S 2.435891 -2.349797 -0.541472 -0.401 0.212 0.093 -0.103
S -2.470895 -0.750519 -0.172237 0.373 -1.361 0.855 -0.339
H 1.096853 2.470451 1.187701 -0.162 -1.213 0.522 0.231
H 1.713896 0.653915 1.236407 -0.619 0.569 -0.072 0.216
H -1.091540 1.489566 0.254635 -2.308 2.468 -0.608 0.392
H 0.520912 -0.901623 -2.055772 1.930 -1.536 -1.309 0.317
H -2.410341 -1.932605 0.523677 -0.466 0.639 -0.413 0.143
```
Positions in Å, forces in eV/Å.

- electronic energy (eV) = -35158.3985
- HOMO energy (spin up / spin down) (eV) = -9.4333 / -9.3452
- F_max (eV/A) = 4.8
- ΔE to the lowest compared entry with this formula, charge and spin (eV) = 3.838
- spin multiplicity = 1
- LUMO energy (spin up / spin down) (eV) = -2.9 / -2.7



(9)
Computed, not measured: 2 unconnected molecules or ions with the total composition C2H5OS, with ωB97M-V with the def2-TZVPD basis set.

XYZ file:
```
9
Properties=species:S:1:pos:R:3:forces:R:3:mulliken_charge:R:1
S 1.062082 -2.332572 2.165269 0.275 0.785 -1.060 -0.822
H 1.438846 -1.595606 1.034818 -0.261 -0.686 0.975 -0.149
O -0.880454 0.315690 -2.200889 1.125 -0.608 0.936 -0.542
C -0.220614 0.145208 -1.188305 0.738 -0.331 0.167 0.318
C -0.484645 0.820520 0.110381 -0.895 1.375 -1.199 -0.675
H 0.731197 -0.510004 -1.016500 -1.265 0.438 -1.349 0.189
H -0.074561 1.836692 0.007946 0.285 -0.162 0.102 0.230
H -1.556144 1.010027 0.173676 -0.086 -0.309 0.492 0.234
H -0.015704 0.310044 0.913606 0.084 -0.503 0.937 0.217
```
Positions in Å, forces in eV/Å.

- electronic energy (eV) = -15038.1549
- HOMO energy (eV) = -2.7204
- F_max (eV/A) = 2.0
- charge = -1
- ΔE to the lowest compared entry with this formula, charge and spin (eV) = 0.418
- spin multiplicity = 1
- LUMO energy (eV) = 3.8



(10)
Computed, not measured: 2 unconnected molecules or ions with the total composition C2H5OS, with ωB97M-V with the def2-TZVPD basis set.

XYZ file:
```
9
Properties=species:S:1:pos:R:3:forces:R:3:mulliken_charge:R:1
S 1.671896 2.308112 -0.943552 0.334 0.275 -0.389 -0.849
H 1.616950 3.451737 -0.249543 -0.204 -0.096 0.146 -0.028
C -1.335347 -1.384792 0.271527 0.952 -1.400 0.555 -0.753
C -0.249184 -0.600212 0.285600 -0.339 0.599 0.326 0.108
O 0.745300 -0.524183 -0.586755 -0.129 -0.939 -1.082 -0.416
H -2.009342 -1.357672 1.118047 0.083 0.224 0.114 0.229
H -1.265711 -2.374578 -0.183668 -0.460 0.494 -0.842 0.235
H -0.095905 0.047266 1.127312 -0.390 0.962 0.287 0.307
H 0.921344 0.434319 -0.838967 0.153 -0.119 0.886 0.167
```
Positions in Å, forces in eV/Å.

- electronic energy (eV) = -15037.8716
- HOMO energy (eV) = -3.1534
- F_max (eV/A) = 1.8
- charge = -1
- ΔE to the lowest compared entry with this formula, charge and spin (eV) = 0.701
- spin multiplicity = 1
- LUMO energy (eV) = 4.2



(11)
Computed, not measured: C2H6 in the gas phase, with ωB97M-V with the def2-TZVPD basis set.

XYZ file:
```
8
Properties=species:S:1:pos:R:3:forces:R:3:mulliken_charge:R:1
C -0.794232 -0.001309 -0.011088 1.864 2.011 3.178 -0.808
C 0.782590 0.018725 -0.015880 -2.267 2.543 3.579 -0.898
H -1.197474 0.180673 -0.940643 -0.739 0.985 -2.175 0.321
H -1.103568 -0.989254 0.185825 -0.585 -1.101 0.935 0.289
H -1.199540 0.800504 0.781413 0.690 -2.037 -1.779 0.207
H 1.150317 -0.654891 -0.629691 1.534 -3.337 -3.444 0.372
H 1.194861 -0.345921 0.977855 -0.525 1.098 -0.868 0.248
H 1.167043 0.991476 -0.347788 0.027 -0.162 0.574 0.270
```
Positions in Å, forces in eV/Å.

- electronic energy (eV) = -2170.5724
- HOMO energy (eV) = -11.9261
- F_max (eV/A) = 5.0
- ΔE to the lowest compared entry with this formula, charge and spin (eV) = 0.677
- spin multiplicity = 1
- SMILES string = CC
- LUMO energy (eV) = 1.3



(12)
Computed, not measured: 2 unconnected molecules or ions with the total composition C2H6BN, with ωB97M-V with the def2-TZVPD basis set.

XYZ file:
```
10
Properties=species:S:1:pos:R:3:forces:R:3:mulliken_charge:R:1
B -0.275461 -0.021336 -0.374180 0.196 1.752 -2.494 0.007
C 1.120989 0.134278 0.245405 3.588 -3.885 0.102 -0.796
C -0.055362 -0.418530 1.012884 -1.935 -2.743 3.508 -0.272
N -1.122359 0.449234 -1.391614 2.431 -1.175 1.798 -0.280
H 2.265206 -0.882228 0.275731 -3.512 2.999 -0.517 0.176
H 1.631455 1.006226 0.517409 0.323 1.358 0.289 0.295
H -0.622514 -0.086680 1.969487 1.307 -0.047 -1.695 0.255
H 0.017301 -1.547753 1.067120 0.047 1.217 0.166 0.200
H -0.915897 1.127027 -2.060028 0.520 0.775 -1.202 0.205
H -2.043357 0.239762 -1.262213 -2.963 -0.250 0.045 0.208
```
Positions in Å, forces in eV/Å.

- electronic energy (eV) = -4335.4090
- HOMO energy (eV) = -9.3419
- F_max (eV/A) = 5.3
- ΔE to the lowest compared entry with this formula, charge and spin (eV) = 2.099
- spin multiplicity = 1
- LUMO energy (eV) = 0.6